Entry 1:
ORCA calculation (ωB97M-V/def2-TZVPD) on a cluster of 7 separate species, C14H35F6NO16S5 in total at a distorted geometry.

Atoms and positions in Å:
N -1.10516 -0.10253 0.47779
H -0.62286 -0.59026 1.21915
H -1.90625 0.35425 0.88974
H -1.30339 -0.66390 -0.33810
H -0.43620 0.56699 0.12518
C -5.61671 1.54415 0.24357
F -5.33761 0.40787 -0.46580
F -5.61029 2.64909 -0.43284
F -6.87871 1.37099 0.63829
S -4.37185 1.57711 1.75211
O -3.00213 1.72635 1.24024
O -4.82410 2.71623 2.56127
O -4.54071 0.31978 2.52405
C 0.51666 -2.68631 4.58414
F 0.92440 -3.70389 3.74408
F 0.28912 -3.05078 5.86408
F 1.54864 -1.76258 4.66650
S -1.09917 -1.88581 3.70572
O -0.50293 -1.05825 2.66126
O -1.90889 -2.96437 3.11660
O -1.82244 -1.15832 4.75830
C 1.49787 2.00029 -3.05238
C 1.87646 1.27348 -1.77405
C 3.26588 1.45533 -1.42923
O 0.93692 1.46233 -0.73116
H 2.25859 1.92261 -3.82916
H 1.48573 3.06487 -2.81866
H 0.53874 1.66373 -3.44595
H 1.90306 0.20728 -1.99900
H 3.52194 2.48452 -1.17760
H 3.95581 1.24244 -2.24579
H 3.54604 0.92519 -0.51897
O -0.49788 -2.40918 -1.03895
S 0.71036 -3.19949 -1.00752
O 0.67404 -4.64738 -0.66506
O 1.56164 -2.92310 -2.41307
C 2.65873 -3.75015 -2.76975
C 3.59672 -2.83645 -3.58325
C 1.91113 -2.36956 0.16936
H 2.21254 -4.56846 -3.33489
H 3.23465 -4.34311 -2.05924
H 3.91051 -2.00600 -2.95079
H 3.11527 -2.40573 -4.46120
H 4.54093 -3.32814 -3.81733
H 2.12616 -1.37315 -0.21668
H 2.74669 -3.06951 0.16717
H 1.53216 -2.28870 1.18816
O -1.64329 3.51812 5.48836
S -0.55835 3.64630 4.54138
O -0.44476 4.90997 3.77293
O 0.98332 3.32468 5.21532
C 2.23549 3.23244 4.42497
C 2.76362 1.81644 4.36463
C -0.59903 2.17620 3.38102
H 3.01264 3.86450 4.85467
H 2.10629 3.65484 3.42849
H 3.73523 1.90391 3.87840
H 2.25126 1.07401 3.75274
H 2.95782 1.36445 5.33730
H -0.29113 2.55252 2.40547
H -1.62792 1.83021 3.47990
H 0.04545 1.40998 3.81190
O -4.28739 -0.28680 -3.81987
S -2.96637 -0.03619 -3.22271
O -2.56168 -0.80092 -2.01124
O -1.79060 -0.23858 -4.36416
C -0.58617 -0.97388 -4.06183
C -0.69543 -2.28849 -4.81366
C -2.74681 1.75379 -2.78204
H -0.31210 -1.23347 -3.03929
H 0.21833 -0.33581 -4.42754
H -0.00955 -3.02981 -4.40365
H -0.60952 -2.13754 -5.88974
H -1.64983 -2.80818 -4.72910
H -1.69395 2.02011 -2.87521
H -3.18188 2.05437 -1.82891
H -3.26417 2.27288 -3.58887

Charge ... -2
Energy relative to the best compared isomer or geometry (same formula, charge and spin) ... 0.0 kcal per mole
E_HOMO ... -0.093 hartree
Kohn-Sham gap ... 6.10 eV

***

Entry 2:
ORCA calculation (ωB97M-V/def2-TZVPD) on a structure of composition C3H5O3Pr at a distorted geometry.

Atoms and positions in Å:
H 2.48348 -2.51049 0.49690
O -1.37493 -1.00423 -0.10515
C -0.18174 -1.14309 0.39887
C -1.67880 0.35815 -0.52715
O 2.81144 -1.74941 0.01395
O 0.34616 0.08732 0.54509
C -0.47704 1.14447 -0.04140
Pr 3.06152 0.29006 0.96776
H -2.62008 0.65055 -0.05291
H -1.76896 0.34952 -1.61825
H -0.64545 1.85863 0.76882
H 0.04440 1.66854 -0.84652

Charge ... +1
Energy relative to the best compared isomer or geometry (same formula, charge and spin) ... 45.4 kcal per mole
Multiplicity ... 4
E_HOMO (alpha / beta) ... -0.407 / -0.478 hartree
Kohn-Sham gap (alpha / beta) ... 6.44 / 8.26 eV

***

Entry 3:
ORCA calculation (ωB97M-V/def2-TZVPD) on a cluster of 3 separate species, C8H26IN3O2P in total.

Atoms and positions in Å:
N -5.66763 0.60952 -3.34567
P -4.98345 -0.00229 -1.98379
I -4.80261 -2.33621 -1.91557
H -6.23566 -0.06463 -3.84910
H -4.96965 0.96843 -3.99053
H -3.71807 0.55180 -1.86218
H -5.72116 0.40835 -0.88505
C 0.66174 -2.07104 -1.31667
C -0.78370 -1.66349 -1.57077
C -0.95665 -0.49271 -2.54621
O -0.72858 0.77544 -1.99040
C 0.63481 1.18516 -1.96230
N -1.43622 -1.41651 -0.28008
H 1.16472 -1.36213 -0.65761
H 0.69146 -3.04528 -0.83351
H 1.22610 -2.13057 -2.24755
H -1.29467 -2.51060 -2.04445
H -2.01205 -0.48010 -2.86416
H -0.35301 -0.64395 -3.45006
H 1.15799 0.86783 -2.86831
H 1.16583 0.79677 -1.09058
H 0.64640 2.27121 -1.91025
H -2.40925 -1.17542 -0.43830
H -1.02815 -0.57707 0.12235
C 2.53560 0.88801 4.30770
C 1.39487 0.69040 3.31702
C 1.76346 -0.16833 2.10458
O 2.56694 0.47990 1.13806
C 3.96166 0.46803 1.39051
N 0.85186 1.99751 2.94589
H 3.26077 1.61228 3.93691
H 2.14652 1.27250 5.24806
H 3.05738 -0.04880 4.50737
H 0.59624 0.14646 3.83211
H 0.83749 -0.43368 1.58346
H 2.24289 -1.10397 2.42144
H 4.26386 -0.46557 1.87365
H 4.27576 1.30604 2.01559
H 4.46501 0.54600 0.42849
H 0.01222 1.88337 2.38789
H 1.51894 2.46736 2.34203

Charge ... +1
E_HOMO ... -0.405 hartree
Kohn-Sham gap ... 6.26 eV

***

Entry 4:
ORCA calculation (ωB97M-V/def2-TZVPD) on a structure of composition C34H35ClNbO6P2SSe2 at a distorted geometry.

Atoms and positions in Å:
Nb -0.32149 -0.00818 -1.15399
O 0.41382 0.77729 1.41187
C -0.78172 1.05466 1.41495
O -1.54430 0.71616 0.36591
C -1.36302 1.88227 2.49815
P -3.23280 2.11914 2.31636
C -3.69653 1.99355 4.07681
C -3.69704 0.71467 4.69074
C -4.00376 0.58483 6.03326
C -4.31166 1.71639 6.73218
C -4.47949 2.94548 6.15211
C -4.13758 3.09312 4.81325
C -3.14102 3.91400 2.18698
C -4.19984 4.39927 1.47112
C -4.58132 5.72195 1.51276
C -3.86506 6.65268 2.26970
C -2.76519 6.16053 3.08123
C -2.46469 4.81360 2.99858
H -0.77703 2.81231 2.48833
H -1.06142 1.46063 3.45861
H -3.40796 -0.16271 4.07648
H -3.89921 -0.40013 6.56106
H -4.46424 1.64549 7.85695
H -4.74375 3.85304 6.60327
H -4.27358 4.04299 4.34283
H -4.76391 3.83306 0.77294
H -5.35558 6.05995 0.84648
H -4.03900 7.72564 2.23866
H -2.11836 6.87079 3.60911
H -1.72359 4.36762 3.70918
Se 2.50752 0.08390 -1.67970
P 2.48889 -1.48401 -3.19653
Se 0.28953 -1.52936 -3.60825
C 3.18141 -1.01853 -4.78713
C 2.58041 0.03849 -5.52719
C 2.89219 0.23942 -6.85559
C 3.92338 -0.48387 -7.47253
C 4.57564 -1.42784 -6.72026
C 4.27403 -1.66205 -5.39435
C 3.24972 -3.01201 -2.70741
C 4.30176 -3.16466 -1.75217
C 4.61234 -4.43562 -1.28063
C 4.05724 -5.58719 -1.86709
C 3.20093 -5.44924 -2.94266
C 2.74676 -4.14506 -3.31696
H 1.87363 0.69673 -4.96484
H 2.36175 1.01408 -7.44627
H 4.11162 -0.40620 -8.55582
H 5.43512 -1.95613 -7.19205
H 4.78375 -2.40381 -4.86599
H 4.89100 -2.36977 -1.39152
H 5.37306 -4.53919 -0.53402
H 4.39230 -6.61785 -1.55076
H 2.84594 -6.33689 -3.52282
H 2.11907 -3.91884 -4.16067
C -2.95212 -1.35343 -1.14576
C -2.27601 -0.48632 -2.18008
O -2.66735 -0.18371 -3.33605
H -4.02963 -1.31299 -1.25981
H -2.70110 -1.00361 -0.13544
H -2.62474 -2.40682 -1.26606
O -0.08275 -1.66659 -0.00174
S 1.24191 -2.04085 0.93032
C 1.37138 -2.04681 2.79090
C 1.93676 -3.40526 3.18189
C 1.12804 -4.45368 2.40313
C 0.97983 -3.93349 0.97476
H 0.29426 -2.01685 3.12550
H 1.89623 -1.17791 3.07221
H 1.99329 -3.53068 4.23256
H 3.00806 -3.36041 2.83561
H 0.03628 -4.45899 2.76352
H 1.43480 -5.49481 2.46694
H 0.01046 -4.22273 0.43720
H 1.82233 -4.33691 0.38808
Cl 2.64988 3.36964 -3.12760
C 0.98096 3.67606 -2.59648
C 0.42205 2.40970 -2.03957
O 0.73055 2.10810 -0.82033
O -0.39145 1.59326 -2.59395
H 0.44148 3.85332 -3.45075
H 1.07792 4.39817 -1.79166

Charge ... +1
Energy relative to the best compared isomer or geometry (same formula, charge and spin) ... 30.6 kcal per mole
E_HOMO ... -0.387 hartree
Kohn-Sham gap ... 6.58 eV

***

Entry 5:
ORCA calculation (ωB97M-V/def2-TZVPD) on a structure of composition C27H51HfN6O4PS at a distorted geometry.

Atoms and positions in Å:
Hf -0.42720 -0.42594 -0.17249
C -2.08700 -2.99440 -1.32175
C -3.01366 -1.82119 -1.48080
N -2.78089 -0.81489 -0.39526
C -3.42155 -1.22572 0.87291
C -2.48045 -1.98712 1.74980
C -2.95330 -2.71096 2.81872
C -2.04974 -3.38327 3.63203
C -0.69892 -3.30334 3.34300
C -0.28813 -2.55620 2.26040
C 1.15952 -2.39751 1.95138
N 1.35212 -1.83429 0.59424
C 1.56756 -2.89924 -0.43235
C 0.25762 -3.55247 -0.77741
N -0.67022 -2.51169 -1.30992
N -1.15941 -1.90315 1.45870
H -2.25127 -3.70511 -2.13041
H -2.27654 -3.52384 -0.39105
H -4.04866 -2.15873 -1.47890
H -2.83661 -1.32225 -2.42495
H -3.25189 0.02508 -0.70223
H -4.31177 -1.82387 0.67951
H -3.75873 -0.33365 1.40364
H -4.01963 -2.76308 3.00873
H -2.39930 -3.96738 4.47526
H 0.03385 -3.82221 3.95254
H 1.67091 -3.35559 2.05251
H 1.60015 -1.72027 2.68156
H 2.18610 -1.26661 0.60670
H 2.27202 -3.64373 -0.06841
H 1.99996 -2.43167 -1.31573
H -0.19268 -4.00077 0.10199
H 0.40481 -4.34826 -1.50337
H -0.40976 -2.37865 -2.28143
C 6.79371 0.78853 -2.48429
C 5.42618 0.38795 -2.92004
C 5.11802 -0.15285 -4.14129
C 3.79617 -0.48486 -4.41967
N 2.81873 -0.34392 -3.48139
C 3.12026 0.18025 -2.32636
S 1.97099 0.59133 -1.04988
N 4.39838 0.55220 -2.04850
C 3.38939 -0.99368 -5.75939
H 7.46261 0.86702 -3.33640
H 7.20226 0.02914 -1.81000
H 6.78872 1.74014 -1.94687
H 5.89699 -0.29424 -4.88069
H 4.58792 1.01784 -1.17124
H 4.21721 -0.98170 -6.46553
H 2.58131 -0.37449 -6.15558
H 3.01249 -2.01739 -5.68079
C -2.83756 2.57960 -0.41956
C -2.26741 2.25926 -1.77381
O -1.39798 1.05893 -1.86575
C -0.83060 1.10038 -3.22910
C -0.48458 -0.25635 -3.76073
H -3.33457 3.54765 -0.51414
H -2.06274 2.70603 0.32682
H -3.60114 1.87565 -0.07293
H -1.67339 3.09945 -2.12589
H -3.06898 2.08860 -2.48760
H 0.03196 1.76358 -3.20829
H -1.58936 1.53870 -3.86969
H 0.28616 -0.73672 -3.16260
H -0.04207 -0.12392 -4.74734
H -1.36693 -0.88241 -3.89479
C -3.32945 3.93934 3.09909
C -2.75349 2.61804 3.53145
O -1.45859 2.37552 2.81653
P -1.05797 1.06696 2.07557
O 0.06831 1.57111 0.98390
C 1.04269 2.67241 1.31546
C 0.51190 3.99963 0.85339
O -0.07176 0.30977 3.06464
C -0.14578 0.33524 4.54901
C 0.61925 1.49128 5.14275
H -4.26459 4.10845 3.63915
H -3.54369 3.95554 2.02753
H -2.64786 4.75791 3.34233
H -3.43391 1.78632 3.32801
H -2.50905 2.61562 4.58984
H 1.95480 2.40077 0.80079
H 1.20615 2.62666 2.38926
H 0.33625 4.01040 -0.22496
H 1.27762 4.74890 1.07118
H -0.39611 4.29083 1.38254
H 0.29572 -0.60852 4.85416
H -1.19551 0.32944 4.85207
H 1.68367 1.42190 4.91433
H 0.50747 1.45317 6.22881
H 0.24452 2.45560 4.79933

Charge ... +4
Energy relative to the best compared isomer or geometry (same formula, charge and spin) ... 7.7 kcal per mole
E_HOMO ... -0.716 hartree
Kohn-Sham gap ... 7.57 eV

***

Entry 6:
ORCA calculation (ωB97M-V/def2-TZVPD) on a structure of composition C21H48MnO3P2 at a distorted geometry.

Atoms and positions in Å:
Mn -0.61663 -1.21026 -0.28136
C -1.67764 0.31644 0.00374
O -2.52283 1.15496 0.15739
C 1.21513 -0.90993 -0.02187
O 2.37995 -0.86722 0.07065
P 0.01270 0.12045 -2.27495
C 0.79485 1.74252 -2.53544
H 0.79409 1.82188 -3.62179
C 1.03374 -1.03908 -3.20015
H 1.89121 -1.22131 -2.53534
C -1.63766 0.35656 -3.10928
H -2.09065 1.19559 -2.54345
C -2.22842 -1.40842 2.60050
P -0.51028 -0.91228 2.17075
H -0.06671 -0.09416 4.30615
H -2.81085 -0.52079 2.32782
C 0.49753 -2.32870 2.88843
H -0.12117 -2.64503 3.74811
C 0.36700 -2.40137 -3.43049
H -0.41790 -2.34354 -4.20491
H -0.08553 -2.81527 -2.53438
H 1.09888 -3.14318 -3.78033
C 1.59472 -0.49776 -4.51377
H 2.17871 -1.27610 -5.03349
H 2.28494 0.34172 -4.36232
H 0.83307 -0.17396 -5.20118
C -1.50365 0.80048 -4.56309
H -0.85224 1.67338 -4.69515
H -2.49409 1.09068 -4.93489
H -1.14691 -0.01250 -5.20862
C -2.57823 -0.84527 -2.96069
H -3.58104 -0.55322 -3.27471
H -2.64548 -1.20176 -1.91694
H -2.25103 -1.69595 -3.59446
C 0.00302 2.93680 -1.99986
H -0.98677 3.02178 -2.46854
H 0.54337 3.87223 -2.20345
H -0.15934 2.89197 -0.92651
C 2.24478 1.81242 -2.09348
H 2.34614 1.95760 -1.02732
H 2.72524 2.67759 -2.57818
H 2.83161 0.92684 -2.36850
C -2.43135 -1.69828 4.08591
H -2.01806 -0.92939 4.74107
H -1.99512 -2.65871 4.37012
H -3.50499 -1.75734 4.29490
C -2.72753 -2.56272 1.73886
H -2.22452 -3.49872 1.98400
C 1.10272 1.25319 3.17104
H -2.60570 -2.39102 0.65491
H -3.79778 -2.72345 1.90829
C -1.38455 1.41531 3.50717
H 0.97654 2.07816 2.46997
H 1.39414 1.73806 4.12405
H 1.93896 0.64201 2.82742
C -0.19508 0.46410 3.36417
H -1.11046 2.23550 4.17407
H -2.26397 0.92406 3.93453
H -1.68476 1.85747 2.54368
C 1.87946 -1.91241 3.41284
H 2.51378 -1.54140 2.58987
H 2.36604 -2.80328 3.84132
H 1.82142 -1.14666 4.20118
C 0.65042 -3.50183 1.90954
H -0.30497 -3.84011 1.48196
H 1.11006 -4.34626 2.44533
H 1.32009 -3.21634 1.07975
H 0.66371 1.92102 0.90782
H 0.84743 2.29517 0.26300
C 2.26158 4.14616 0.97319
O 2.71001 2.81618 0.79034
H 1.30779 4.27601 0.38295
H 2.04421 4.35307 2.00500
H 3.02589 4.84462 0.56824
H 3.62900 2.67304 0.97882

Charge ... +4
Multiplicity ... 4
E_HOMO (alpha / beta) ... -0.820 / -0.822 hartree
Kohn-Sham gap (alpha / beta) ... 6.60 / 4.46 eV

***

Entry 7:
ORCA calculation (ωB97M-V/def2-TZVPD) on a cluster of 2 separate species, C6H10N3S in total at a distorted geometry.

Atoms and positions in Å:
C -0.17885 -0.40190 3.22795
C 0.79355 0.65761 3.36563
C -0.57972 -0.68073 1.95826
C 1.07625 1.44682 2.25334
C -0.20748 0.05119 0.86572
C -0.53761 -0.22204 -0.55049
N 0.62819 1.17814 1.04159
N -0.62299 -1.47336 -0.92558
N -0.43090 0.69636 -1.48397
S 0.14257 0.51927 -5.51508
H -0.51286 -1.01365 4.14649
H 0.96681 0.99269 4.38364
H -1.32253 -1.51879 1.85220
H 1.79289 2.20107 2.17209
H -0.57268 -1.78640 -1.92743
H -0.73767 -2.24437 -0.35001
H -0.33638 -0.77454 -5.32831
H -0.35444 1.62037 -1.26056
H -0.54711 0.51235 -2.55414
H 1.54098 0.23990 -5.37134

Charge ... +1
Energy relative to the best compared isomer or geometry (same formula, charge and spin) ... 2.6 kcal per mole
E_HOMO ... -0.476 hartree
Kohn-Sham gap ... 8.69 eV

***

- What is the formula in the fifth record?
  C27H51HfN6O4PS